Formula: C5H9ClOS
Source: the Open Molecules 2025 dataset
Level of theory: ωB97M-V/def2-TZVPD

The geometry in XYZ format:
```
17
C5H9ClOS | the Open Molecules 2025 dataset | ωB97M-V/def2-TZVPD
C 1.178 -0.071 -1.327
C 0.832 -1.232 -0.394
C 0.037 0.912 -1.096
C 0.133 -0.583 0.809
C -0.129 0.906 0.449
O -1.356 1.387 0.762
S -2.181 0.553 2.688
Cl -3.684 -0.451 1.903
H 2.128 0.382 -1.036
H 1.245 -0.377 -2.370
H 0.150 -1.916 -0.900
H 1.715 -1.797 -0.095
H 0.231 1.913 -1.473
H -0.887 0.538 -1.541
H -0.819 -1.068 1.014
H 0.741 -0.629 1.711
H 0.666 1.532 0.895
```

- energy above the lowest of the compared OMol25 structures with the same formula, charge and spin (kJ/mol) = 189.5
- highest occupied orbital energy (spin up / spin down) (eV) = -9.45 / -9.46
- E_tot (eV) = -30733.473
- Kohn-Sham gap (spin up / spin down) (eV) = 7.55 / 7.57

Here are the Mulliken charges for atoms 1 to 5, given in e: C -0.562; C -0.690; C -0.866; C -0.567; C 0.517